1.
88
Properties=species:S:1:pos:R:3:forces:R:3:mulliken_charge:R:1 method="wB97M-V/def2-TZVPD" e_lumo_ev=-1.2 smiles="CB(O)[N@+]1([PH2]=S)C[C@H](C(=O)[O-])N(P(C)O)C[C@H]1CC(=O)O.COCCNCCOC.COCCNCCOC" orbital_gap_ev=6.30
H -2.731964 -0.346876 0.657043 -0.3145 0.4524 0.8252 0.297
C 0.915885 3.319942 -1.273755 2.3049 1.1343 2.7503 -0.947
O -2.775435 0.368725 1.340978 2.0163 -0.3646 -2.1817 -0.527
H 4.073260 -6.370272 -6.907793 -0.0854 0.0518 -0.0268 0.349
C 2.221970 -6.377886 -5.851003 -0.1440 0.1793 -0.1298 -0.687
C 3.389478 -5.617010 -6.503308 -0.0440 -0.3776 -0.1933 -0.464
H 0.391662 0.698841 7.011328 0.1202 0.0935 -0.1433 0.133
H -2.309381 3.390853 -0.075264 0.8048 -0.7914 -0.8617 0.416
C 0.835772 0.531534 -2.678782 0.5320 -0.6838 -0.6620 -0.559
H -3.471156 3.988394 -2.453140 1.7792 0.5279 -0.0685 0.475
C -0.406263 -2.064841 8.022873 -0.0982 -0.1727 0.2396 -0.469
H 2.629450 -7.144570 -5.183825 0.0714 0.0722 0.0126 0.385
H 0.290054 -1.644660 7.291693 -0.1058 0.0869 0.0201 0.281
C -1.197053 1.277293 5.719241 0.6580 0.1250 0.0288 -0.744
H -1.841186 2.240423 -2.907345 0.7749 1.4107 0.8647 0.256
H -0.289525 3.838099 0.584568 1.1754 -1.1832 -0.6618 0.153
H -2.101868 1.897130 5.705219 -0.0107 -0.2136 0.0952 0.432
H -1.434132 -1.788042 7.780977 0.0429 0.0456 -0.2749 0.116
H 1.276214 2.118670 -5.115759 -0.7007 -0.2266 0.2102 0.358
H 0.356958 5.761916 -2.712897 -0.8107 -0.9966 -0.5432 0.178
N -0.703099 1.852193 -0.055738 -0.8445 0.5890 -1.7332 0.439
H -0.706356 -3.597301 -5.901415 -0.2027 -0.0919 0.0061 0.337
C -0.475509 1.365322 7.064489 -0.4624 -0.1600 -0.1094 -0.210
O -2.718922 6.720103 -2.205900 1.7813 -4.5193 1.7701 -0.548
H -3.489576 0.306824 5.022286 -0.0101 0.0199 0.0428 0.354
C 1.752949 -4.810519 -4.010890 -0.4306 0.0845 -0.1931 -0.181
H 1.279301 -0.083343 -3.557754 -0.8190 1.0174 1.2808 0.134
H -2.341295 4.658786 -3.709199 0.0867 -0.3814 1.9383 0.385
H 2.887373 -3.124896 -6.372574 -0.0921 -0.0787 0.0375 0.266
H 1.667570 0.552374 -1.888433 -1.5938 0.0302 -0.7000 0.337
H -0.634329 6.009873 -0.688929 -1.0404 -0.1229 0.6594 0.391
H 0.744631 -4.995809 -5.768008 0.0647 -0.0794 0.1252 0.083
H -0.207835 -4.257817 -3.220161 0.0402 0.0303 -0.2294 0.409
H 0.866751 -0.308001 10.471278 -0.0783 -0.0473 -0.0373 0.349
H 2.026034 -5.478238 -3.185973 -0.0182 0.0503 -0.0455 0.403
C -2.227668 5.660701 -1.715361 -1.5349 4.7761 -1.8358 0.400
C -1.860419 2.566433 -0.727721 -0.3141 -1.5034 0.0531 -1.057
H 3.979037 -5.041709 -5.782167 -0.1303 0.1443 0.0555 0.346
H 1.252633 4.427915 -1.206393 -0.4479 -1.7337 -0.0094 0.543
H -1.443878 0.485983 10.167960 0.1321 0.0077 0.0271 0.367
C 0.736424 -3.782446 -3.512729 0.5726 -0.0623 0.1220 -0.887
H -0.083128 -0.085900 -2.341333 1.4940 1.1373 -0.1874 0.161
H -1.534374 -2.972145 -4.444146 -0.0061 -0.0742 -0.0131 0.379
H -2.980462 -1.390960 4.962531 0.0792 0.0638 0.0002 0.232
H -2.681632 1.758583 -0.844457 1.1509 1.5353 -0.1294 0.433
C -2.837894 -0.440969 5.481534 0.3449 -0.1443 -0.1014 -0.858
N 0.012949 3.210478 -2.464506 0.0228 0.2944 -0.9490 0.375
O -1.577216 5.797966 -0.456744 0.3730 -1.1236 -2.3876 -0.408
O 1.250556 2.942781 2.470033 -1.2657 -0.4388 -3.9160 -0.603
H 1.363873 -3.665838 -7.160217 -0.0423 0.1972 0.1910 0.109
C -0.038465 -0.307112 1.887371 0.7053 -0.2969 -0.9904 -0.902
H 0.369043 -0.768683 0.921030 -0.3762 0.5294 1.3129 0.312
H -0.525246 1.664777 4.946963 -0.0547 0.0281 0.0269 0.310
H -0.347061 -3.153558 7.965883 0.0755 0.0414 0.1202 0.341
H 0.846859 0.129867 2.486112 -1.4618 -0.5077 -1.0556 0.286
C -0.668941 0.753787 9.441964 -0.1757 -0.1975 -0.1582 -0.701
P 0.504279 4.586935 -3.552763 2.7052 1.2748 -0.5097 0.109
H -0.526520 -1.133396 2.502902 0.3178 1.3683 -0.7569 0.333
C 1.436130 2.622673 1.237607 5.7742 -1.4506 2.9257 -0.043
O 2.662033 2.047305 0.921693 -5.7474 2.1765 -0.8869 -0.741
O 0.370769 2.094328 -4.734539 0.3292 0.7785 2.6119 -0.631
C 0.303008 2.943523 0.141062 -0.5006 0.6992 0.7051 0.332
S 2.431915 4.526348 -3.956873 -1.2973 -0.2391 0.0939 -0.272
H 2.610364 -2.866972 -8.102966 0.0936 -0.1104 -0.0117 0.353
O 3.022094 -4.806343 -7.614133 0.1150 0.0424 0.3301 -0.445
H 1.909304 2.733782 -1.377073 -1.7489 0.7293 -0.0630 0.434
H 1.149255 -3.301662 -2.620337 -0.0130 -0.0399 -0.0182 0.368
C -2.378979 4.346737 -2.596751 -0.2476 -0.2890 0.4596 -1.012
H -0.224197 1.692432 9.788951 0.0922 -0.0370 -0.0471 0.392
B 0.424394 1.964495 -3.284936 0.7655 -2.4249 -2.2095 0.226
C 2.444313 -3.557814 -7.274074 -0.0018 -0.1303 -0.3176 -0.475
O -1.470150 -0.081924 5.365822 -0.5018 0.1703 0.0307 -0.212
H 2.649914 -4.259615 -4.312906 0.0742 0.0828 0.1831 0.138
O 0.538571 -2.740860 -4.472169 -0.4733 -0.1713 0.0866 -0.170
C 0.405267 -0.347253 9.479049 -0.1237 0.0730 0.3956 -0.459
H 1.219633 -0.171887 8.768836 -0.1049 -0.0200 -0.1815 0.348
P -1.234004 1.128020 1.479143 -0.5286 0.2851 3.3246 -0.160
H -0.109856 2.387616 7.212583 -0.0210 -0.0676 -0.0272 0.401
H 1.684943 -6.906122 -6.645616 0.1274 -0.0027 0.0377 0.369
H -1.883787 0.177360 7.928760 0.0792 0.1452 -0.0064 0.095
O -0.098890 -1.672168 9.350071 0.1957 0.2181 -0.1433 -0.451
N -1.359193 1.008803 8.174862 0.1785 -0.1166 0.0071 -0.327
C -1.458117 3.096974 -2.222215 -3.2392 -1.2938 0.6426 0.374
N 1.216400 -5.608261 -5.112760 0.1551 0.1589 -0.0028 -0.310
H -0.869908 -1.858370 -5.654235 0.0827 -0.0289 0.0616 0.220
C -0.710186 -2.810323 -5.143875 0.2951 0.2189 -0.0439 -0.875
H -0.314692 4.675773 -4.720188 -0.1102 -0.2531 0.9935 0.185
H -3.119527 -0.587299 6.527329 -0.2083 0.0710 0.0489 0.343

=====

2.
113
Properties=species:S:1:pos:R:3:forces:R:3:mulliken_charge:R:1 method="wB97M-V/def2-TZVPD" e_lumo_ev=-6.4 total_charge=+2 de_lowest_ev=2.0109 orbital_gap_ev=6.38
H -5.118260 -2.811409 4.639926 -0.0025 -0.0049 -0.0003 0.450
F 4.463050 4.477459 -4.152744 0.0043 -0.0003 -0.0070 -0.282
H -4.857982 -0.437299 -1.562438 0.0190 0.0282 0.0115 0.674
Ge 3.439112 0.711266 -0.595082 0.1784 -0.0145 0.0211 0.333
F 2.012276 5.015258 2.134590 -0.0011 0.0272 0.0076 -0.372
F 2.393333 -2.368146 -0.368989 -0.1860 0.0446 -0.0285 0.435
H 1.106982 3.686540 4.588334 -0.0002 0.0012 0.0037 0.358
Ta -0.377396 -0.763397 -0.464236 -0.0920 0.7827 0.6114 0.927
H -4.833640 1.436549 4.185221 0.0015 0.0049 -0.0011 0.482
C -3.541349 0.277005 2.930124 0.0506 0.0241 0.0281 0.129
F 2.217062 -1.719972 -3.689470 0.0612 0.0143 -0.0556 0.002
F 6.392344 0.269874 -4.977922 0.0048 -0.0030 -0.0074 -0.274
O 1.118726 -0.139409 1.307019 -0.1198 -0.1199 -0.3348 0.672
H -2.036126 2.985960 4.512418 -0.0145 -0.0024 0.0023 0.364
H -5.740070 -1.656492 0.427617 0.0070 -0.0086 0.0151 0.426
C 4.380707 -3.380647 0.251101 0.0729 -0.0084 -0.0051 -0.103
H -3.776776 2.117805 -0.852639 -0.0084 0.0067 0.0122 0.252
N 1.229552 -3.428532 3.644922 0.0429 0.0275 -0.0204 -0.265
H -1.342792 4.384237 3.656529 -0.0020 0.0095 0.0066 0.434
H -1.770930 -3.410916 -2.582613 0.0096 0.0297 0.0136 0.415
H 0.149526 4.029726 -1.253851 0.0093 0.0086 -0.0004 0.269
F 4.942442 0.478330 2.232629 0.1073 -0.0334 -0.0809 -0.307
H -4.882731 -0.888878 -3.866397 0.0029 -0.0041 0.0004 0.374
H -4.831312 -3.193474 -2.899542 0.0009 -0.0066 -0.0098 0.262
F 0.080923 -0.928219 -3.840104 0.1020 0.0014 -0.1542 -0.071
C 4.681974 3.217038 -3.800242 0.0217 -0.0373 0.0146 -0.117
H -5.837384 -0.537857 5.269450 -0.0039 -0.0018 0.0014 0.446
F 3.716717 -4.538463 0.363984 0.0242 0.0208 -0.0103 -0.344
H -0.840052 -4.950516 0.310300 -0.0223 0.0451 0.0013 0.269
H -4.561890 0.754515 -3.308148 -0.0053 -0.0051 0.0016 0.379
C -3.715940 -2.125636 3.174321 -0.0467 0.0076 -0.0417 0.030
C 5.459821 2.391522 -4.597775 -0.0395 -0.0202 0.0850 0.761
F 7.712601 -2.042999 0.548795 0.0060 -0.0020 0.0026 -0.291
H 1.736859 2.032609 4.401416 -0.0055 -0.0137 -0.0119 0.168
H 0.413697 -5.318236 2.328006 0.0326 0.0054 0.0032 0.173
H -3.635381 -3.103227 -4.191741 -0.0073 0.0033 -0.0033 0.339
O 1.826794 -0.927229 3.175891 0.0127 -0.0506 0.0412 -0.872
F 6.407201 -4.413985 0.818929 0.0042 0.0066 -0.0058 -0.288
S -1.449941 2.401658 -0.532588 0.1318 0.1142 -0.0135 1.549
H 1.569501 -2.601624 4.109986 -0.0005 0.0258 0.0187 0.185
C 5.743935 -3.322861 0.484988 -0.0804 0.0094 -0.0057 0.392
H -1.864313 5.261714 -1.818750 -0.0042 0.0002 -0.0045 0.385
C 2.786314 3.935459 2.118847 0.0472 -0.0705 -0.0104 -0.100
F 5.991315 2.852196 -5.712429 0.0025 0.0045 -0.0124 -0.274
C 4.134800 2.708233 -2.637680 0.0750 -0.0039 0.0358 0.141
H 1.387951 -4.331008 4.063253 0.0068 0.0131 0.0042 0.217
C -1.721808 4.349244 -2.400090 -0.0110 0.0206 0.0094 -0.990
C -3.150492 -1.008528 2.560197 0.1434 -0.0595 0.1293 0.300
C 6.406069 -2.108405 0.356297 -0.0281 0.0640 -0.0187 0.348
C 0.752315 -3.332039 2.411662 -0.1453 0.0918 0.0058 0.161
C 3.701633 -2.229275 -0.101068 0.0886 -0.0227 0.1196 -0.283
H -0.184569 2.787272 -2.468201 -0.0051 -0.0160 0.0118 0.328
H -2.327392 -1.187817 -4.136536 0.0027 -0.0008 0.0062 0.592
C -3.107180 2.966167 -0.988425 0.0041 -0.0356 0.0616 -0.894
H -2.391843 3.247689 2.797599 0.0108 0.0212 -0.0270 0.199
C -3.002943 3.524327 -2.400805 -0.0053 -0.0095 -0.0092 -0.400
C 2.712803 3.039513 1.068847 0.0311 -0.0359 0.0750 -0.152
O -1.438245 0.975584 -1.188531 0.2020 -0.4734 -0.0832 -1.274
C 4.308228 -0.996569 -0.181623 -0.1242 -0.0092 -0.0287 -0.203
O -1.458747 -0.159397 1.099426 -0.3235 0.1090 0.3653 1.164
F 6.334949 0.173486 -0.132956 0.0183 0.0271 0.1123 -0.430
O -1.945844 -2.259276 0.901002 0.0552 0.0320 -0.1255 -0.557
C 4.324406 1.402391 -2.209316 -0.0809 0.0399 0.0041 -0.253
F 5.144622 2.202277 4.215882 0.0046 0.0038 0.0131 -0.313
C -2.152754 -1.196096 1.507159 -0.2900 -0.2328 -0.1849 0.051
H -2.109698 0.369585 -3.386485 0.0096 -0.0105 -0.0016 0.383
C -2.771873 -0.492749 -3.423158 0.0366 -0.0299 0.0191 -0.324
N 0.341966 -4.451696 1.811469 0.0278 0.0176 -0.0167 -0.229
C -4.183439 -0.918722 -0.854575 0.0207 0.0892 -0.0440 0.186
C -4.161894 -0.072385 -3.896826 -0.0048 -0.0028 0.0072 -1.753
H -5.378589 -2.734694 -0.909109 -0.0067 -0.0003 0.0092 0.423
H -3.070059 1.131315 2.462532 -0.0104 -0.0252 0.0073 0.268
C -4.930665 -2.067562 -0.175668 -0.0074 -0.0032 -0.0137 -1.493
C 0.836449 2.633693 4.516055 -0.0552 -0.0454 0.0286 -1.336
N 0.042105 -4.477801 0.453833 0.0283 -0.0542 0.0011 -0.356
F 3.384570 3.536754 -1.901425 -0.0780 0.0649 0.0793 -0.331
F 3.710062 4.509107 4.198417 0.0005 0.0206 0.0156 -0.347
H -2.939235 2.708059 -3.123969 0.0062 0.0035 -0.0011 0.062
F 0.059530 -2.329689 -1.401031 0.1225 0.4149 0.1123 -0.847
C 5.096027 0.603475 -3.045424 -0.0257 -0.0415 -0.0573 0.353
H -4.098428 0.267840 -4.930232 0.0013 0.0042 -0.0017 0.428
C -4.677743 -1.952294 4.153322 0.0064 -0.0218 -0.0102 -1.092
H -1.416366 4.645104 -3.402570 -0.0013 0.0007 -0.0010 0.440
H -3.867272 -4.603408 -3.312176 0.0058 -0.0021 -0.0026 0.430
H 0.785650 -4.941134 -0.057183 -0.0142 -0.0154 0.0115 0.269
C -1.624581 3.336312 3.566457 0.0571 0.0360 0.0155 -1.299
S -0.208884 2.329519 3.077788 -0.0218 -0.0284 0.0409 0.663
F 0.498461 -3.120074 -4.266564 0.0228 -0.0347 -0.0750 -0.188
C -0.638265 3.481431 -1.761949 -0.0312 -0.0025 -0.0295 -0.600
C 5.664968 1.074836 -4.216929 -0.0159 0.0074 0.0520 0.013
H -3.399256 -3.116625 2.876034 0.0062 -0.0028 0.0029 0.463
F 5.306198 -0.687129 -2.760166 -0.0045 0.0087 -0.0376 -0.305
F 1.808268 3.321506 0.124465 0.0202 0.0775 -0.1032 0.005
C 4.265583 1.623941 2.113690 -0.0143 0.0245 -0.0276 1.203
C 3.642201 3.677407 3.175331 0.0070 -0.0760 -0.0869 0.730
H -3.367394 3.741338 -0.263746 0.0224 0.0095 0.0059 0.519
N 0.605078 -2.173192 1.714208 0.1758 -0.0443 -0.2999 -0.371
H -3.908139 -0.147658 -0.129629 0.0130 -0.0379 0.0303 -0.391
C 4.373371 2.501536 3.179141 -0.0402 0.0075 -0.0194 0.260
B 0.949105 -1.929256 -3.946659 -0.0802 -0.0445 0.2833 0.172
H -4.291024 -2.657378 0.474008 0.0212 -0.0071 0.0131 0.168
H 0.327835 2.324130 5.427930 -0.0065 0.0114 0.0030 0.529
C -3.838364 -3.519763 -3.205771 0.0062 0.0144 -0.0070 -1.342
N 1.221867 -1.076287 2.139542 -0.0651 -0.0620 0.0667 0.567
S 1.292899 0.719608 -1.309987 -0.0647 -0.5299 -0.3724 -0.039
H -3.880490 4.121170 -2.645312 -0.0060 -0.0049 0.0005 0.527
H -2.881540 -3.653480 -1.250131 -0.0003 0.0096 -0.0045 0.283
C -2.754114 -3.129456 -2.200215 -0.0369 -0.0068 0.0636 -0.514
C -5.080428 -0.670135 4.507934 -0.0035 0.0046 0.0105 -0.563
C -4.516310 0.443379 3.897520 0.0075 0.0103 -0.0016 -1.008
C 5.679588 -0.980135 0.024575 0.0210 -0.0408 -0.0493 0.761
C 3.478694 1.879605 0.993796 -0.0655 0.0881 -0.0325 -0.425
P -2.660885 -1.353021 -1.794895 0.0700 -0.1199 -0.1369 0.921